Entry 1:
Formula: C3H8N2O
Source: OMol25
Level of theory: the ωB97M-V functional and the def2-TZVPD basis

## Properties
LUMO energy (spin up / spin down) = 4.18 / 4.14 eV
orbital gap (spin up / spin down) = 3.77 / 7.38 eV
ΔE to the lowest compared entry with this formula, charge and spin = 19.6 kcal/mol
total charge = -1
<S²> = 0.7533
2S+1 = 2

Atoms and positions in Å:
1 O 1.113 0.796 -1.846
2 C 1.488 -0.088 -1.001
3 C 2.083 0.267 0.339
4 H 1.312 -1.177 -1.177
5 H 1.264 0.728 0.926
6 H 2.685 -0.525 0.762
7 H 2.774 1.096 0.124
8 N -1.644 0.804 -0.180
9 C -2.064 -0.466 0.184
10 N -1.986 -0.864 1.383
11 H -0.980 0.911 -0.950
12 H -1.432 1.388 0.614
13 H -2.498 -1.008 -0.661
14 H -2.115 -1.861 1.484

Entry 2:
Formula: C3H8N2O
Source: OMol25
Level of theory: the ωB97M-V functional and the def2-TZVPD basis

## Properties
LUMO energy = 0.90 eV
orbital gap = 9.80 eV
ΔE to the lowest compared entry with this formula, charge and spin = 38.8 kcal/mol
total charge = 0
structure (SMILES) = [H]/N=C/N.C=CO

Atoms and positions in Å:
1 H -1.362 -0.085 -2.420
2 N -1.130 -0.265 -1.454
3 C -1.122 -1.457 -1.035
4 N -0.903 -1.741 0.283
5 H -1.353 -2.339 -1.633
6 H -0.438 -1.026 0.824
7 H -0.707 -2.697 0.522
8 C 2.003 0.818 1.364
9 C 1.230 1.151 0.343
10 O 0.006 1.713 0.543
11 H 3.031 0.525 1.253
12 H 1.698 1.005 2.384
13 H 1.504 0.996 -0.693
14 H -0.605 1.352 -0.122

Entry 3:
Formula: C3H8N2O
Source: OMol25
Level of theory: the ωB97M-V functional and the def2-TZVPD basis

## Properties
LUMO energy = 1.15 eV
orbital gap = 11.44 eV
ΔE to the lowest compared entry with this formula, charge and spin = 149.5 kcal/mol
total charge = 0
structure (SMILES) = CCCn1[nH]o1

Atoms and positions in Å:
1 C -2.117 -0.126 -0.073
2 C -0.706 0.421 0.242
3 C 0.406 -0.492 -0.248
4 N 1.569 0.049 0.457
5 N 2.441 0.911 -0.305
6 O 2.887 -0.495 -0.098
7 H -2.219 -1.102 0.660
8 H -2.170 -0.520 -1.100
9 H -3.001 0.389 0.230
10 H -0.501 1.436 -0.247
11 H -0.661 0.233 1.294
12 H 0.559 -0.518 -1.262
13 H 0.431 -1.500 0.144
14 H 3.081 1.313 0.307

Entry 4:
Formula: C3H8N2O
Source: OMol25
Level of theory: the ωB97M-V functional and the def2-TZVPD basis

## Properties
LUMO energy = 0.99 eV
orbital gap = 9.72 eV
ΔE to the lowest compared entry with this formula, charge and spin = 46.1 kcal/mol
total charge = 0
structure (SMILES) = NCNCC=O

Atoms and positions in Å:
1 N 0.716 -2.053 -0.375
2 C 0.951 -0.649 -0.818
3 N 0.991 0.278 0.307
4 C -0.221 0.380 1.090
5 C -1.369 1.076 0.474
6 O -1.359 1.413 -0.690
7 H -0.221 -2.371 -0.591
8 H 1.349 -2.695 -0.840
9 H 1.959 -0.705 -1.224
10 H 0.219 -0.244 -1.511
11 H 1.899 0.287 0.737
12 H 0.085 0.774 2.060
13 H -0.555 -0.673 1.189
14 H -2.260 1.183 1.118